# 1
The following is a DFT calculation (wB97M-V/def2-TZVPD) of C3H6O2S in the gas phase.

```
12
Properties=species:S:1:pos:R:3:forces:R:3
C 0.31191 1.23334 -0.57040 -0.811 0.791 -0.195
C -0.35180 0.01164 -0.15523 -1.575 -2.497 2.766
C 0.57472 -1.12599 0.46086 -1.623 -1.668 -2.519
H 0.93046 1.94911 1.17006 -0.578 0.588 0.686
H -0.51375 2.05631 -0.63506 1.958 -1.158 -0.199
H 0.73003 0.90411 -1.57325 0.278 1.348 1.009
H -0.08472 -2.06940 0.32188 1.288 1.478 0.763
H 0.85962 -0.94588 1.51025 -0.255 0.032 -0.481
H 2.10670 -0.49487 -0.33638 1.523 1.219 -0.210
O 1.30793 1.43567 0.47581 0.507 -0.016 -2.266
O 1.72930 -1.34997 -0.40300 -1.674 -0.372 1.144
S -1.97095 -0.17493 0.03429 0.961 0.253 -0.497
```
Positions in Å, forces in eV/Å.

## Properties
HOMO-LUMO gap = 8.5 eV
energy above the lowest of the compared OMol25 structures with the same formula, charge and spin = 2.492 eV
charge = 0
E_HOMO = -8.88 eV
LUMO level = -0.41 eV
spin multiplicity = 1

=====

# 2
The following is a DFT calculation (wB97M-V/def2-TZVPD) of a gas-phase ion, C7H13N (charge -1).

```
21
Properties=species:S:1:pos:R:3:forces:R:3
C 1.44840 1.26143 -1.49061 -0.945 -1.175 0.803
C 1.25857 -0.28158 -1.44570 -0.389 1.520 0.178
N -0.34902 1.10855 0.97581 -0.425 -0.880 -1.011
C -0.55757 -0.07698 0.26351 0.846 -0.212 0.776
C 0.77395 -0.79103 -0.05467 0.307 0.680 -0.606
C 1.83899 -0.69660 0.99985 -0.332 -0.476 0.004
C -3.00610 -0.13578 0.59034 0.995 -0.053 -0.410
C -1.76989 -0.71852 0.21877 -0.843 0.058 0.189
H 1.79617 1.49238 -2.46351 0.761 0.580 -0.940
H 0.48699 1.75148 -1.36188 0.018 0.221 0.168
H 2.12873 1.54669 -0.69172 0.139 0.277 -0.120
H 0.51366 -0.49027 -2.22671 0.232 -0.422 -0.095
H 2.26004 -0.63663 -1.66756 -0.138 -0.844 -0.051
H -1.18980 1.32314 1.49388 0.251 0.125 0.420
H 0.49282 0.81565 1.51806 -0.181 0.587 0.314
H 0.49497 -1.82850 -0.20206 0.064 -0.407 0.075
H 2.29622 0.22879 1.32999 0.078 0.020 -0.151
H 1.97323 -1.60049 1.58097 0.124 0.187 0.303
H -3.19726 0.86962 0.25052 -0.236 0.329 0.505
H -3.67582 -0.65636 1.24948 -0.589 -0.172 -0.261
H -1.75942 -1.80220 0.09410 0.264 0.057 -0.091
```
Positions in Å, forces in eV/Å.

## Properties
⟨S²⟩ = 0.772
HOMO-LUMO gap (alpha / beta) = 5.2 / 4.9 eV
energy above the lowest of the compared OMol25 structures with the same formula, charge and spin = 1.645 eV
charge = -1
E_HOMO (alpha / beta) = -1.13 / -1.11 eV
LUMO level (alpha / beta) = 4.10 / 3.81 eV
spin multiplicity = 2

=====

# 3
The following is a DFT calculation (wB97M-V/def2-TZVPD) of 2 unconnected molecules or ions with the total composition C4H12.

```
16
Properties=species:S:1:pos:R:3:forces:R:3
C -1.73094 0.92140 0.04005 0.195 1.329 -1.502
C -2.59797 1.68926 1.01033 -0.005 0.052 1.382
H -1.51176 -0.10967 0.28820 0.152 0.044 0.292
H -0.84290 1.54595 -0.11171 0.519 -0.634 0.566
H -2.06016 0.94779 -1.00719 -0.723 -0.289 0.261
H -3.62645 1.37904 1.14550 -0.243 -0.365 -0.354
H -2.15837 1.59588 2.01062 -0.003 -0.150 -0.009
H -2.62589 2.77079 0.88882 0.108 0.018 -0.638
C 1.43329 -1.01851 -0.43878 1.089 0.074 -1.606
C 2.79093 -1.70191 -0.52089 0.521 0.066 -1.452
H 1.53121 -0.19741 0.21609 -0.682 0.493 1.590
H 0.65488 -1.75188 -0.31690 -0.429 0.095 0.712
H 1.20361 -0.48922 -1.36466 0.064 -0.266 -0.386
H 2.89308 -2.22397 -1.48272 -0.447 -0.875 0.528
H 3.00473 -2.31304 0.35007 0.052 -0.261 -0.152
H 3.64268 -1.04448 -0.70684 -0.168 0.669 0.768
```
Positions in Å, forces in eV/Å.

## Properties
HOMO-LUMO gap = 12.6 eV
energy above the lowest of the compared OMol25 structures with the same formula, charge and spin = 0.577 eV
charge = 0
E_HOMO = -11.42 eV
LUMO level = 1.13 eV
spin multiplicity = 1